Entry 1:
Computed, not measured: C24H28ClN4O2W as an isolated structure, with the ωB97M-V functional and the def2-TZVPD basis.

Values from the calculation:
- HOMO energy (alpha / beta): -17.7860 / -17.7859 eV
- LUMO energy (alpha / beta): -11.36 / -11.36 eV
- Charge: +3
- HOMO-LUMO gap (alpha / beta): 6.42 / 6.42 eV

Last column: natural (NBO) charge in e.
Geometry (Å):
W  -0.37  -0.64  0.27  2.172
C  -1.20  -2.73  3.06  -0.425
C  -2.44  -2.33  2.27  -0.412
C  -2.46  -2.88  0.85  -0.245
N  -1.66  -2.12  -0.15  -0.655
C  -1.67  -2.56  -1.46  0.272
C  -2.35  -3.72  -1.82  -0.176
C  -2.49  -4.35  -3.05  -0.100
C  -1.97  -3.99  -4.29  -0.110
C  -1.22  -2.87  -4.57  -0.093
C  -0.81  -1.85  -3.72  -0.166
C  -1.00  -1.67  -2.35  0.174
N  -0.49  -0.54  -1.73  -0.580
C  -0.16  0.64  -2.57  -0.242
C  -0.38  1.91  -1.78  -0.425
C  -1.71  1.80  -1.05  -0.230
N  -1.54  1.01  0.21  -0.584
C  -1.89  1.67  1.38  0.193
C  -2.90  2.63  1.41  -0.157
C  -3.34  3.42  2.45  -0.098
C  -2.87  3.50  3.76  -0.107
C  -1.87  2.74  4.34  -0.110
C  -1.15  1.68  3.78  -0.149
C  -1.19  1.17  2.50  0.237
N  -0.45  0.08  2.11  -0.578
C  0.38  -0.72  3.03  -0.253
C  0.16  -2.17  2.61  -0.315
H  -1.13  -3.82  3.05  0.244
H  -1.33  -2.45  4.11  0.248
H  -2.61  -1.25  2.25  0.201
H  -3.31  -2.74  2.78  0.272
H  -3.49  -2.91  0.49  0.239
H  -2.08  -3.90  0.87  0.219
H  -2.83  -4.25  -1.01  0.250
H  -3.08  -5.26  -3.03  0.265
H  -2.19  -4.66  -5.11  0.269
H  -0.90  -2.76  -5.60  0.264
H  -0.23  -1.08  -4.21  0.251
H  -0.85  0.65  -3.41  0.225
H  0.86  0.57  -2.96  0.243
H  -0.37  2.76  -2.46  0.277
H  0.43  2.08  -1.06  0.235
H  -2.47  1.33  -1.68  0.223
H  -2.04  2.80  -0.80  0.238
H  -3.44  2.77  0.48  0.251
H  -4.17  4.08  2.21  0.265
H  -3.34  4.24  4.40  0.269
H  -1.63  2.97  5.37  0.266
H  -0.44  1.22  4.46  0.247
H  0.08  -0.60  4.06  0.238
H  1.42  -0.41  2.93  0.247
H  0.96  -2.80  2.97  0.288
H  0.25  -2.24  1.49  0.144
Cl  1.47  -2.80  -0.71  0.070
C  2.75  -1.64  -1.20  -0.483
C  2.43  -0.23  -0.73  0.778
O  2.96  0.74  -1.15  -0.432
O  1.45  -0.17  0.24  -0.725
H  2.83  -1.65  -2.28  0.277
H  3.69  -1.97  -0.76  0.298

***

Entry 2:
Computed, not measured: C24H28ClNOPTi as an isolated structure, with the ωB97M-V functional and the def2-TZVPD basis.

Values from the calculation:
- HOMO energy (alpha / beta): -14.9986 / -14.9959 eV
- LUMO energy (alpha / beta): -8.86 / -8.52 eV
- Charge: +2
- Relative energy (zero: lowest compared OMol25 entry of this formula, charge and spin): 136.5 kJ/mol
- Multiplicity: 2
- HOMO-LUMO gap (alpha / beta): 6.14 / 6.47 eV

Last column: natural (NBO) charge in e.
Geometry (Å):
Ti  -0.12  0.89  1.14  1.645
Cl  -0.11  1.75  3.28  -0.420
P  -0.12  0.83  -1.03  0.646
C  -1.47  0.01  -1.96  -0.264
C  -1.30  -0.72  -3.14  -0.217
C  -2.41  -1.29  -3.77  -0.167
C  -3.69  -1.12  -3.24  -0.154
C  -3.86  -0.41  -2.05  -0.193
C  -2.75  0.15  -1.41  -0.235
C  -0.37  2.61  -1.41  -0.264
C  0.49  3.51  -0.75  -0.250
C  0.33  4.88  -0.92  -0.174
C  -0.68  5.37  -1.75  -0.144
C  -1.53  4.48  -2.41  -0.172
C  -1.38  3.10  -2.24  -0.221
C  1.44  0.47  -1.92  -0.327
C  2.52  -0.02  -1.18  -0.222
C  3.75  -0.25  -1.80  -0.139
C  3.91  0.02  -3.16  -0.169
C  2.85  0.54  -3.90  -0.171
C  1.62  0.77  -3.28  -0.203
H  1.28  3.12  -0.11  0.209
H  0.99  5.57  -0.40  0.248
H  -0.80  6.44  -1.88  0.250
H  -2.31  4.86  -3.06  0.249
H  -2.05  2.42  -2.75  0.240
H  -0.31  -0.87  -3.56  0.243
H  -2.27  -1.86  -4.68  0.247
H  -4.55  -1.56  -3.74  0.249
H  -4.85  -0.29  -1.62  0.245
H  -2.86  0.69  -0.47  0.191
H  2.39  -0.20  -0.12  0.205
H  4.58  -0.64  -1.21  0.233
H  4.87  -0.16  -3.64  0.246
H  2.98  0.77  -4.95  0.246
H  0.80  1.21  -3.85  0.234
H  -0.23  -5.71  -5.03  -0.002
H  0.51  -5.68  -5.00  0.002
O  0.91  -0.64  1.78  -0.735
C  0.48  -1.34  2.69  0.753
C  1.43  -2.31  3.34  -0.512
C  1.75  -1.87  4.77  -0.397
C  0.64  -2.14  5.79  -0.410
C  -0.69  -1.43  5.56  -0.418
C  -1.39  -1.84  4.26  -0.247
N  -0.80  -1.17  3.12  -0.526
H  1.05  -3.35  3.31  0.265
H  2.38  -2.27  2.77  0.264
H  2.64  -2.45  5.12  0.252
H  2.04  -0.79  4.79  0.216
H  0.46  -3.24  5.83  0.213
H  1.02  -1.83  6.79  0.245
H  -1.35  -1.74  6.40  0.250
H  -0.58  -0.32  5.61  0.220
H  -1.40  -2.94  4.13  0.231
H  -2.45  -1.49  4.33  0.242
H  -1.41  -0.51  2.60  0.375

***

Entry 3:
Computed, not measured: C24H28CsGeN3O11S as an isolated structure, with the ωB97M-V functional and the def2-TZVPD basis.

Values from the calculation:
- HOMO energy (alpha / beta): -3.9018 / -0.4289 eV
- LUMO energy (alpha / beta): 3.78 / 3.78 eV
- Charge: -2
- Relative energy (zero: lowest compared OMol25 entry of this formula, charge and spin): 0.0 kJ/mol
- HOMO-LUMO gap (alpha / beta): 7.68 / 4.21 eV

Last column: natural (NBO) charge in e.
Geometry (Å):
Cs  0.82  -0.84  0.59  0.955
O  2.45  -3.59  -3.43  -0.738
C  2.29  -2.52  -2.55  0.668
O  2.08  -2.80  -1.35  -0.759
C  2.40  -1.24  -3.15  -0.068
C  2.70  -1.09  -4.54  -0.216
C  2.91  0.15  -5.05  -0.229
C  2.84  1.28  -4.20  -0.337
C  2.49  1.05  -2.88  0.073
N  2.24  -0.14  -2.33  -0.481
C  2.40  2.24  -1.96  0.783
O  1.38  2.28  -1.09  -0.699
O  3.21  3.14  -1.98  -0.615
H  2.36  -4.36  -2.85  0.476
H  2.76  -1.97  -5.16  0.212
H  3.14  0.27  -6.11  0.190
H  3.04  2.29  -4.53  0.213
H  0.68  1.63  -1.30  0.528
C  -1.09  -4.26  -1.63  -0.665
C  -1.68  -2.95  -2.02  0.362
N  -1.30  -1.79  -1.56  -0.467
C  -2.10  -0.85  -2.18  -0.052
C  -2.99  -1.48  -3.02  0.021
N  -2.71  -2.80  -2.90  -0.504
C  -4.09  -1.04  -3.95  0.754
O  -4.30  0.21  -4.01  -0.738
O  -4.68  -1.95  -4.55  -0.725
C  -1.90  0.59  -1.93  0.812
O  -2.69  1.42  -2.55  -0.682
O  -1.02  0.98  -1.18  -0.712
H  -0.08  -4.06  -1.25  0.268
H  -1.03  -4.94  -2.47  0.209
H  -1.68  -4.73  -0.84  0.215
H  -3.21  -3.49  -3.44  0.434
H  -3.39  0.93  -3.18  0.503
C  -1.47  4.95  6.53  -0.622
C  -0.98  3.64  5.98  -0.035
C  -0.43  3.56  4.70  -0.230
C  0.00  2.35  4.18  -0.129
C  -0.12  1.19  4.94  -0.348
C  -0.65  1.25  6.21  -0.184
C  -1.08  2.47  6.73  -0.230
S  0.35  -0.37  4.22  2.417
O  0.39  -1.32  5.32  -1.014
O  -0.71  -0.65  3.24  -1.052
O  1.64  -0.12  3.58  -1.033
H  -1.17  5.78  5.89  0.209
H  -1.06  5.14  7.53  0.205
H  -2.56  4.96  6.61  0.211
H  -0.34  4.46  4.10  0.202
H  0.43  2.29  3.19  0.229
H  -0.73  0.34  6.79  0.236
H  -1.50  2.51  7.73  0.194
C  -3.54  -2.13  3.96  -1.085
Ge  -4.09  -0.54  2.97  1.559
C  -6.04  -0.68  2.72  -1.084
C  -3.73  1.09  3.99  -1.085
C  -3.26  -0.43  1.24  -0.723
H  -4.05  -2.18  4.93  0.209
H  -2.46  -2.09  4.12  0.271
H  -3.79  -3.03  3.40  0.214
H  -6.55  -0.76  3.68  0.210
H  -6.29  -1.56  2.12  0.219
H  -6.43  0.20  2.20  0.222
H  -4.11  1.00  5.01  0.214
H  -4.21  1.94  3.51  0.219
H  -2.66  1.27  4.04  0.249
H  -2.38  0.17  1.06  0.199
H  -3.65  -0.96  0.38  0.179

***

Which of these has the lowest charge?
C24H28CsGeN3O11S

***

Among the records above, which one has the lowest charge?
C24H28CsGeN3O11S

***

Look up the charge of the third one.
-2